Record 1
One molecule with the formula C3H7NO in a non-equilibrium geometry, computed with ωB97M-V/def2-TZVPD.

Last columns: bonded neighbours and bond lengths (Å).
Geometry (Å):
1 H 0.488 -1.455 0.219  C2 1.102
2 C 0.601 -0.362 0.136  H1 1.102, N6 1.302, C10 1.462
3 H 2.164 0.896 0.945  C10 1.072
4 H -1.655 -1.226 0.781  C9 1.042
5 O -0.639 1.408 -0.368  N6 1.293
6 N -0.572 0.140 -0.130  C2 1.302, O5 1.293, C9 1.431
7 H 1.381 1.268 -0.601  C10 1.072
8 H 2.725 0.012 -0.437  C10 1.160
9 C -1.831 -0.520 0.036  H4 1.042, N6 1.431, H11 1.115, H12 1.064
10 C 1.779 0.496 0.028  C2 1.462, H3 1.072, H7 1.072, H8 1.160
11 H -2.014 -0.952 -0.976  C9 1.115
12 H -2.428 0.295 0.367  C9 1.064

Summary:
SMILES	C/C=[N+](/C)[O-]
M	73.095	g mol⁻¹
Kohn-Sham gap	9.38	eV
LUMO level	0.945	eV
net charge	0

=====

Record 2
One molecule with the formula C3H7NO in a non-equilibrium geometry, computed with ωB97M-V/def2-TZVPD.

Last columns: bonded neighbours and bond lengths (Å).
Geometry (Å):
1 N 0.781 -2.789 0.601  C5 1.273, H8 1.015
2 C -0.431 0.463 0.065  H3 1.148, O6 1.451, C7 1.596, H11 1.174
3 H -0.805 0.850 -0.949  C2 1.148
4 H 0.854 2.043 0.119  C7 1.041
5 C 0.126 -1.736 0.885  N1 1.273, O6 1.293, H9 1.107
6 O -0.189 -0.958 -0.099  C2 1.451, C5 1.293
7 C 1.008 1.058 0.418  C2 1.596, H4 1.041, H10 1.092, H12 1.114
8 H 0.582 -3.445 1.349  N1 1.015
9 H -0.436 -1.583 1.826  C5 1.107
10 H 1.222 0.896 1.477  C7 1.092
11 H -1.294 0.617 0.845  C2 1.174
12 H 1.852 0.634 -0.173  C7 1.114

Summary:
SMILES	[H]/N=C/OCC
M	73.095	g mol⁻¹
Kohn-Sham gap	10.70	eV
LUMO level	1.014	eV
net charge	0

=====

Record 3
One molecule with the formula C3H7NO in a non-equilibrium geometry, computed with ωB97M-V/def2-TZVPD.

Last columns: bonded neighbours and bond lengths (Å).
Geometry (Å):
1 H -1.369 -0.062 -1.441  N2 1.015
2 N -0.862 -0.498 -0.677  H1 1.015, C8 1.455, C9 1.364
3 H 0.804 1.888 1.522  C5 1.111
4 H -1.574 0.842 0.722  C8 1.104
5 C 0.807 1.172 0.672  H3 1.111, H6 1.119, C8 1.709, H10 1.077
6 H 1.696 0.523 0.874  C5 1.119
7 H -0.150 -0.201 1.335  C8 1.058
8 C -0.643 0.280 0.532  N2 1.455, H4 1.104, C5 1.709, H7 1.058
9 C -0.106 -1.586 -0.998  N2 1.364, O11 1.213, H12 1.110
10 H 0.975 1.689 -0.258  C5 1.077
11 O 0.632 -2.155 -0.222  C9 1.213
12 H -0.211 -1.892 -2.060  C9 1.110

Summary:
SMILES	CCNC=O
M	73.095	g mol⁻¹
Kohn-Sham gap	10.32	eV
LUMO level	0.892	eV
net charge	0

=====

Record 4
One molecule with the formula C3H7NO in a non-equilibrium geometry, computed with ωB97M-V/def2-TZVPD.

Last columns: bonded neighbours and bond lengths (Å).
Geometry (Å):
1 C 0.999 1.484 0.961  H2 1.097, H3 1.096, N5 1.453, H7 1.094
2 H 1.757 1.049 1.624  C1 1.097
3 H 0.510 2.302 1.503  C1 1.096
4 H 0.528 -1.509 -1.825  C8 1.150
5 N 0.011 0.496 0.563  C1 1.453, H10 1.019, O11 1.552
6 H -1.966 -1.890 -1.780  C9 1.084
7 H 1.499 1.917 0.089  C1 1.094
8 C -0.193 -0.999 -1.088  H4 1.150, C9 1.333, O11 1.345
9 C -1.487 -1.306 -1.002  H6 1.084, C8 1.333, H12 1.083
10 H -0.309 -0.012 1.386  N5 1.019
11 O 0.763 -0.609 -0.225  N5 1.552, C8 1.345
12 H -2.112 -0.922 -0.206  C9 1.083

Summary:
SMILES	C=CONC
M	73.095	g mol⁻¹
Kohn-Sham gap	10.04	eV
LUMO level	1.049	eV
net charge	0

=====

Record 5
A 2-piece molecular cluster, C3H7NO overall in a non-equilibrium geometry, computed with ωB97M-V/def2-TZVPD.

Last columns: bonded neighbours and bond lengths (Å).
Geometry (Å):
1 H -1.283 0.074 -1.038  N4 1.018
2 H -2.364 0.630 -3.597  C5 1.087
3 H 1.417 -2.201 2.529  O8 0.951
4 N -1.464 -0.198 -2.002  H1 1.018, C5 1.266
5 C -2.074 0.762 -2.557  H2 1.087, N4 1.266, H10 1.089
6 H 2.577 -1.085 1.067  C11 1.080
7 H 0.182 0.839 1.715  C9 1.082
8 O 0.860 -1.729 1.919  H3 0.951, C11 1.408
9 C 1.158 0.537 1.361  H7 1.082, C11 1.309, H12 1.084
10 H -2.463 1.639 -2.041  C5 1.089
11 C 1.665 -0.666 1.467  H6 1.080, O8 1.408, C9 1.309
12 H 1.790 1.399 1.177  C9 1.084

Summary:
SMILES	C=CO.C=N
M	73.095	g mol⁻¹
Kohn-Sham gap	10.56	eV
LUMO level	0.964	eV
net charge	0

=====

Record 6
One molecule with the formula C3H7NO2 in a non-equilibrium geometry, computed with ωB97M-V/def2-TZVPD.

Last columns: bonded neighbours and bond lengths (Å).
Geometry (Å):
1 H 0.476 0.580 1.451  C10 1.124
2 H 1.935 -0.353 -0.298  N12 1.088
3 H 2.193 1.222 0.397  N12 1.032
4 O -1.388 -0.678 -0.658  C8 1.207
5 H -1.532 1.631 0.252  C11 1.044
6 O 0.122 -1.861 0.589  C8 1.404, H13 0.906
7 H -0.185 2.730 0.472  C11 1.097
8 C -0.317 -0.722 -0.104  O4 1.207, O6 1.404, C10 1.529
9 H -0.472 1.899 -1.118  C11 1.088
10 C 0.312 0.599 0.340  H1 1.124, C8 1.529, C11 1.546, N12 1.479
11 C -0.549 1.828 -0.035  H5 1.044, H7 1.097, H9 1.088, C10 1.546
12 N 1.642 0.695 -0.299  H2 1.088, H3 1.032, C10 1.479
13 H -0.457 -2.493 0.294  O6 0.906

Summary:
SMILES	C[C@H](N)C(=O)O
M	89.094	g mol⁻¹
Kohn-Sham gap	10.49	eV
LUMO level	0.558	eV
net charge	0

=====

Record 7
A 3-piece molecular cluster, C3H7NO2 overall in a non-equilibrium geometry, computed with ωB97M-V/def2-TZVPD.

Last columns: bonded neighbours and bond lengths (Å).
Geometry (Å):
1 O -0.358 -0.149 1.639  C8 1.187
2 H -0.515 1.809 -0.514  C13 1.100
3 H -1.685 -0.230 -0.954  C11 1.100
4 O 1.630 -1.348 1.911  C8 1.150
5 H -0.565 -0.716 -2.232  C11 1.104
6 H 1.220 1.751 -0.084  C13 1.090
7 H 0.704 1.496 -1.755  C13 1.104
8 C 0.652 -0.758 1.777  O1 1.187, O4 1.150
9 H -0.809 -1.786 -0.847  C11 1.090
10 H -0.391 -0.509 3.398  no bonds
11 C -0.727 -0.739 -1.141  H3 1.100, H5 1.104, H9 1.090, N12 1.437
12 N 0.401 -0.122 -0.500  C11 1.437, C13 1.437
13 C 0.442 1.300 -0.701  H2 1.100, H6 1.090, H7 1.104, N12 1.437

Summary:
M	89.094	g mol⁻¹
Kohn-Sham gap (alpha / beta)	9.04 / 9.29	eV
LUMO level (alpha / beta)	-0.201 / 0.076	eV
net charge	0

=====

Record 8
A 2-piece molecular cluster, C3H7NO2 overall in a non-equilibrium geometry, computed with ωB97M-V/def2-TZVPD.

Last columns: bonded neighbours and bond lengths (Å).
Geometry (Å):
1 H 3.354 -0.628 -0.776  C13 1.080
2 H -1.498 1.503 0.698  C3 1.095
3 C -1.541 0.840 -0.172  H2 1.095, H4 1.084, H9 1.100, N11 1.445
4 H -0.788 0.065 -0.262  C3 1.084
5 H -3.601 1.562 1.005  C8 1.096
6 O 4.878 -1.827 -0.393  H12 0.944, C13 1.408
7 O 3.561 -1.046 1.253  C13 1.183
8 C -3.810 0.827 0.220  H5 1.096, H10 1.085, N11 1.249
9 H -1.267 1.547 -0.968  C3 1.100
10 H -4.848 0.521 0.134  C8 1.085
11 N -2.874 0.364 -0.465  C3 1.445, C8 1.249
12 H 4.584 -2.723 -0.381  O6 0.944
13 C 3.848 -1.006 0.106  H1 1.080, O6 1.408, O7 1.183

Summary:
SMILES	C=NC.O=CO
M	89.094	g mol⁻¹
Kohn-Sham gap	10.49	eV
LUMO level	0.687	eV
net charge	0

=====

Record 9
A 2-piece molecular cluster, C3H7NO2 overall in a non-equilibrium geometry, computed with ωB97M-V/def2-TZVPD.

Last columns: bonded neighbours and bond lengths (Å).
Geometry (Å):
1 C 0.419 -0.120 0.696  N4 1.314, C7 1.323
2 H -0.663 1.222 1.918  C7 1.073
3 O 1.448 -1.407 -0.899  N4 1.352, O10 1.467
4 N 1.273 -1.074 0.400  C1 1.314, O3 1.352, H6 1.017
5 H -1.121 1.534 -1.038  C8 1.110
6 H 1.969 -1.429 1.051  N4 1.017
7 C 0.047 0.420 1.845  C1 1.323, H2 1.073, H11 1.124
8 C -0.200 0.923 -1.143  H5 1.110, H9 1.063, H12 1.182
9 H -0.278 0.117 -1.833  C8 1.063
10 O 0.410 -2.375 -1.268  O3 1.467, H13 0.918
11 H 0.220 0.177 2.929  C7 1.124
12 H 0.848 1.468 -1.110  C8 1.182
13 H 0.796 -3.079 -1.713  O10 0.918

Summary:
M	89.094	g mol⁻¹
Kohn-Sham gap	8.88	eV
LUMO level	0.686	eV
net charge	0

=====

Record 10
One molecule with the formula C3H7NO2, computed with ωB97M-V/def2-TZVPD.

Last columns: bonded neighbours and bond lengths (Å).
Geometry (Å):
1 H -0.157 -0.731 -1.605  C13 1.100
2 O 1.937 1.541 0.974  C11 1.218
3 H 0.772 -0.853 1.313  C5 1.096
4 H 0.014 2.778 0.073  N7 1.010
5 C 0.865 -0.474 0.289  H3 1.096, H10 1.095, C11 1.527, C13 1.518
6 H -0.900 1.371 -0.354  N7 1.010
7 N -0.004 1.797 -0.169  H4 1.010, H6 1.010, C11 1.366
8 O -1.492 -0.630 -0.007  H9 0.963, C13 1.424
9 H -2.202 -0.879 -0.608  O8 0.963
10 H 1.832 -0.825 -0.085  C5 1.095
11 C 0.981 1.045 0.405  O2 1.218, C5 1.527, N7 1.366
12 H -0.173 -2.154 -0.541  C13 1.100
13 C -0.251 -1.056 -0.559  H1 1.100, C5 1.518, O8 1.424, H12 1.100

Summary:
SMILES	NC(=O)CCO
M	89.094	g mol⁻¹
Kohn-Sham gap	10.23	eV
LUMO level	0.621	eV
net charge	0

=====

Record 11
One molecule with the formula C3H7NO2 in a non-equilibrium geometry, computed with ωB97M-V/def2-TZVPD.

Last columns: bonded neighbours and bond lengths (Å).
Geometry (Å):
1 H 1.380 0.073 1.111  N8 1.013
2 C 0.806 -0.964 -0.584  C3 1.516, N8 1.407, O12 1.210
3 C -0.638 -0.528 -0.436  C2 1.516, C6 1.519, H9 1.130, H11 1.104
4 H -0.788 1.534 -1.154  C6 1.099
5 H -0.382 2.384 0.924  O13 0.963
6 C -0.974 0.941 -0.247  C3 1.519, H4 1.099, H7 1.101, O13 1.421
7 H -2.049 1.009 -0.021  C6 1.101
8 N 1.349 -0.856 0.709  H1 1.013, C2 1.407, H10 1.000
9 H -0.579 -0.973 0.600  C3 1.130
10 H 2.050 -1.519 0.976  N8 1.000
11 H -1.279 -0.952 -1.228  C3 1.104
12 O 1.310 -1.589 -1.489  C2 1.210
13 O -0.207 1.441 0.840  H5 0.963, C6 1.421

Summary:
SMILES	NC(=O)CCO
M	89.094	g mol⁻¹
Kohn-Sham gap	10.08	eV
LUMO level	0.629	eV
net charge	0

=====

Record 12
A 3-piece molecular cluster, C3H7NO2 overall in a non-equilibrium geometry, computed with ωB97M-V/def2-TZVPD.

Last columns: bonded neighbours and bond lengths (Å).
Geometry (Å):
1 H -1.074 -0.733 -0.124  N4 1.023
2 H -0.862 -1.537 1.489  no bonds
3 C 0.791 0.699 -0.493  H9 1.095, H10 1.092, O11 1.423, C13 1.540
4 N -1.483 -0.309 0.713  H1 1.023, C7 1.263
5 H 2.110 -1.111 -0.086  C13 1.106
6 H -1.120 1.096 2.164  C7 1.090
7 C -0.840 0.662 1.204  N4 1.263, H6 1.090, O11 1.344
8 O 0.581 -1.513 -1.354  C13 1.212
9 H 0.062 0.872 -1.291  C3 1.095
10 H 1.689 1.294 -0.678  C3 1.092
11 O 0.299 1.206 0.743  C3 1.423, C7 1.344
12 H 0.029 -1.855 1.460  no bonds
13 C 1.181 -0.787 -0.591  C3 1.540, H5 1.106, O8 1.212

Summary:
M	89.094	g mol⁻¹
Kohn-Sham gap	9.97	eV
LUMO level	0.296	eV
net charge	0